Entry 1:
61
Properties=species:S:1:pos:R:3 method="wB97M-V/def2-TZVPD" smiles="CC(C)Cc1cc(Cl)c(CCC(F)(F)F)c2c1C(=O)c1ccc(C[C@H](C)F)cc1C2=O.C[N+](=O)[O-]" total_charge=0 e_above_lowest_ev=23.847 orbital_gap_ev=7.05
C -5.00533 2.75208 0.49744
C -3.76039 3.12402 -0.50397
C -4.39903 4.14961 -1.65932
C -3.13004 1.85617 -1.33029
C -2.73973 0.55299 -0.41525
C -3.92325 -0.52481 0.06925
C -3.54530 -1.86424 0.98186
Cl -4.99456 -2.93575 1.47504
C -1.96237 -2.18623 1.40268
C -1.65435 -3.54995 2.26092
C -2.14423 -4.87596 1.36769
C -0.97288 -6.00881 1.18876
F 0.00856 -5.62644 0.12455
F -1.66716 -7.26498 0.71674
F -0.31729 -6.39447 2.48122
C -0.77377 -1.13916 0.94969
C -1.21256 0.19505 0.06303
C 0.02819 1.19938 -0.37594
O -0.02433 2.53454 -0.39140
C 1.44825 0.47099 -0.77956
C 2.29630 1.11144 -2.02779
C 3.72868 0.39775 -2.41090
C 4.23443 -0.91850 -1.51245
C 5.71559 -1.52871 -1.95179
C 6.97423 -0.53869 -1.49339
C 8.33552 -1.50046 -1.60204
F 6.76197 -0.02965 -0.11714
C 3.31735 -1.55731 -0.26826
C 1.88506 -0.84871 0.10576
C 0.84639 -1.35386 1.29586
O 1.31320 -1.85043 2.44429
H -5.84123 3.59545 0.37762
H -5.54323 1.73780 0.26679
H -4.60875 2.85792 1.59817
H -2.92686 3.68458 0.14036
H -5.36616 3.63562 -2.12081
H -3.62741 4.21438 -2.56255
H -4.67708 5.20359 -1.23356
H -3.84588 1.45612 -2.19332
H -2.15836 2.25947 -1.88682
H -5.05666 -0.33562 -0.21708
H -0.55019 -3.66826 2.62983
H -2.35790 -3.55596 3.22107
H -3.09858 -5.35050 1.90461
H -2.50702 -4.45790 0.32801
H 1.90147 2.03422 -2.63010
H 4.34535 0.83816 -3.30259
H 5.73110 -1.50360 -3.14468
H 5.87434 -2.64768 -1.64299
H 7.12683 0.37093 -2.22781
H 8.14904 -2.40769 -0.86260
H 8.40167 -1.92823 -2.71035
H 9.30350 -0.87623 -1.32344
H 3.69517 -2.49703 0.35598
C -0.38721 4.71422 2.37031
N -1.79325 4.22798 2.39006
O -2.68033 5.06872 2.57768
O -1.96671 3.01598 2.21655
H -0.38441 5.79373 2.53500
H 0.15030 4.20063 3.17009
H 0.03132 4.47230 1.39127

Entry 2:
63
Properties=species:S:1:pos:R:3 method="wB97M-V/def2-TZVPD" total_charge=-1 orbital_gap_ev=5.56
O 6.45424 -3.91027 -4.94328
C 5.76755 -4.42934 -3.90851
O 6.06948 -5.73292 -3.26852
C 4.53507 -3.47909 -3.30292
C 3.86772 -4.03114 -1.88344
C 2.61940 -3.20070 -1.20143
C 2.10519 -1.85090 -1.97866
C 2.76692 -1.27649 -3.39688
C 4.00944 -2.09891 -4.08088
C 2.06986 0.09881 -4.04481
O 2.77849 1.10210 -4.57931
C 0.40101 0.12923 -3.93936
C -0.55823 0.67172 -5.16967
F -0.01593 1.18769 -6.46922
C -2.20581 0.58118 -4.90074
C -2.86131 -0.01865 -3.49354
C -1.88480 -0.55624 -2.24702
C -2.44807 -1.18986 -0.84085
C -2.11221 -2.82523 -0.90978
O -2.30233 -3.22325 -2.34181
C -0.26673 -0.45693 -2.52267
C 0.81017 -0.99223 -1.36058
O 0.68213 -0.73047 -0.04909
H 4.20697 -5.01593 -1.33544
H 2.06556 -3.50089 -0.20138
H 4.45893 -1.72544 -5.09467
H -2.94716 0.94557 -5.73187
H -4.02947 -0.08148 -3.38278
H -3.61738 -1.01147 -0.68188
H -1.92287 -0.76253 0.12705
H -1.02417 -3.08147 -0.55162
H -2.85524 -3.41470 -0.19252
H -1.39976 -3.34057 -2.78472
C -3.32969 5.29918 0.44253
C -2.48327 5.12267 -0.80703
O -1.14978 4.72003 -0.47238
C -0.99962 3.42126 -0.11883
O -1.88612 2.58058 -0.06978
O 0.30239 3.21430 0.19814
C 0.57470 1.90361 0.68982
H -2.84321 5.98549 1.14255
H -4.31831 5.69085 0.18827
H -3.46307 4.35013 0.97044
H -2.40276 6.08408 -1.32582
H -2.93860 4.41452 -1.50919
H 0.21893 1.13497 -0.00376
H 0.11814 1.77572 1.67608
H 1.65824 1.79809 0.79356
C -0.67064 0.78223 8.02889
C 0.54430 -0.06470 7.68890
O 0.28503 -0.90571 6.55851
C 0.30566 -0.29088 5.35191
O 0.52954 0.89420 5.15066
O 0.00950 -1.21052 4.40055
C -0.10369 -0.66568 3.08748
H -1.55380 0.15038 8.16489
H -0.49873 1.35624 8.94343
H -0.90461 1.48447 7.22309
H 0.76809 -0.72754 8.53180
H 1.43445 0.55212 7.51858
H 0.79139 -0.09891 2.81174
H -0.99565 -0.03490 3.02383
H -0.21548 -1.49544 2.38394

Entry 3:
57
Properties=species:S:1:pos:R:3 method="wB97M-V/def2-TZVPD" smiles="Cc1ccccc1CN(c1ccc(C(=O)N2CCc3ccccc3C2)cc1)S(C)(=O)=O" total_charge=0 e_above_lowest_ev=1.511 orbital_gap_ev=9.06
C 6.80943 0.17826 -0.36424
C 5.85924 -0.69982 0.39196
C 6.28280 -1.32040 1.56164
C 5.44462 -2.14231 2.29118
C 4.15436 -2.37117 1.84859
C 3.71859 -1.76461 0.68637
C 4.55081 -0.92255 -0.04249
C 3.97716 -0.24928 -1.26639
N 2.83620 0.58751 -0.90517
C 1.54781 0.04614 -0.84761
C 0.73880 0.20920 0.27647
C -0.55135 -0.28715 0.28571
C -1.06425 -0.95646 -0.81933
C -2.42857 -1.57660 -0.77733
O -2.57510 -2.77800 -0.64728
N -3.47253 -0.72699 -0.89798
C -3.38769 0.69881 -1.08394
C -3.90150 1.40381 0.17099
C -5.25746 0.87530 0.55457
C -6.09594 1.62901 1.36758
C -7.33961 1.15558 1.73824
C -7.76209 -0.08670 1.29348
C -6.93534 -0.84314 0.48585
C -5.68053 -0.37503 0.11318
C -4.82340 -1.22768 -0.78415
C -0.25280 -1.13601 -1.93293
C 1.03160 -0.62980 -1.95505
S 3.22776 1.91233 0.04445
C 1.99087 3.11292 -0.51296
O 3.06038 1.68588 1.44917
O 4.50872 2.36723 -0.40361
H 7.76910 0.22164 0.14439
H 6.40733 1.18774 -0.43518
H 6.97250 -0.20201 -1.37241
H 7.29204 -1.14954 1.90870
H 5.79878 -2.60486 3.20070
H 3.48985 -3.01670 2.40292
H 2.71113 -1.94358 0.33771
H 4.70649 0.40693 -1.73800
H 3.64261 -0.99727 -1.98828
H 1.14262 0.69201 1.15132
H -1.15715 -0.17531 1.17304
H -4.01709 0.97337 -1.93985
H -2.35749 0.98478 -1.30145
H -3.20309 1.22804 0.99474
H -3.95164 2.48144 0.00344
H -5.76306 2.59875 1.70969
H -7.97907 1.75309 2.37048
H -8.73273 -0.46429 1.57764
H -7.25829 -1.81333 0.13693
H -5.28496 -1.27377 -1.78237
H -4.75967 -2.24986 -0.39977
H -0.63600 -1.67106 -2.78891
H 1.64105 -0.76035 -2.83607
H 2.17675 4.03434 0.02445
H 0.99979 2.73765 -0.29786
H 2.13916 3.25389 -1.57493

Entry 4:
60
Properties=species:S:1:pos:R:3 method="wB97M-V/def2-TZVPD" s_squared=6.048 multiplicity=5 total_charge=+2 e_above_lowest_ev=1.163 orbital_gap_ev="4.35 / 2.80"
Pt 0.52297 -0.00964 -1.44204
C -1.76893 -3.50239 -3.05467
O -0.63904 -4.10134 -3.68913
C 0.57830 -3.61118 -3.73807
C 1.46891 -4.43646 -4.49057
C 2.77828 -4.08158 -4.62935
C 3.26878 -2.92175 -4.02112
C 2.44956 -2.04985 -3.25182
C 3.05537 -0.95226 -2.68387
N 2.40846 0.01309 -1.91316
N 3.11740 0.98423 -1.41492
C 2.38995 1.84173 -0.67055
O 1.12518 1.61187 -0.45298
C 3.03264 3.01193 -0.12754
C 4.40201 3.24088 -0.33353
C 5.00098 4.36276 0.19955
C 4.24921 5.27332 0.93612
C 2.88881 5.05703 1.13578
C 2.27954 3.93853 0.61021
C 1.02918 -2.39013 -3.12749
O 0.15780 -1.65750 -2.51070
H -2.58176 -4.20808 -3.19736
H -2.01519 -2.55196 -3.52253
H -1.59097 -3.34469 -1.99299
H 1.05942 -5.32952 -4.94001
H 3.44614 -4.70056 -5.21169
H 4.31333 -2.66280 -4.13333
H 4.11763 -0.79639 -2.82290
H 4.97444 2.53249 -0.91487
H 6.05594 4.54288 0.04538
H 4.72368 6.15287 1.34951
H 2.30951 5.77302 1.70335
H 1.22140 3.76028 0.74386
C -0.54238 -0.59169 3.79242
C -1.86960 -1.17989 3.28007
N -2.94053 -0.21438 3.34944
C -3.43392 0.16061 4.66257
C -3.00162 1.57929 5.08894
C -3.53228 0.39840 2.23465
O -4.46604 1.15024 2.40313
C -3.07865 0.09619 0.83305
C -4.07505 -0.17615 -0.10629
C -3.72985 -0.27993 -1.43978
C -2.40477 -0.11360 -1.80382
N -1.44368 0.11867 -0.89900
C -1.77574 0.24603 0.38865
H 0.24173 -1.33029 3.64199
H -0.59917 -0.36368 4.85568
H -0.27515 0.31938 3.25730
H -2.15199 -2.02253 3.91672
H -1.77058 -1.53785 2.26011
H -3.08141 -0.58004 5.37591
H -4.52672 0.14288 4.62226
H -1.91726 1.65735 5.14944
H -3.42246 1.77695 6.07226
H -3.38449 2.32194 4.39420
H -5.10511 -0.27564 0.21184
H -4.48146 -0.46726 -2.19318
H -2.09510 -0.14301 -2.83879
H -0.96562 0.51916 1.05369

Entry 5:
55
Properties=species:S:1:pos:R:3 method="wB97M-V/def2-TZVPD" total_charge=0 e_above_lowest_ev=0.851 orbital_gap_ev=4.33
C 3.43452 -0.11805 -4.39321
C 1.97416 0.12827 -4.82390
C 1.31554 0.51518 -3.52721
C 2.31623 0.56941 -2.53339
O 3.53910 0.15502 -2.94288
C 2.03416 0.96046 -1.21022
C 0.75283 1.31862 -0.88684
C -0.32151 1.09602 -1.80954
C -1.68804 1.19931 -1.51374
C -2.38339 1.60986 -0.35059
C -3.55558 2.42930 -0.45957
C -4.26758 2.78072 0.67181
C -3.79895 2.34717 1.94120
O -4.57381 2.71331 2.99100
C -5.69435 3.49920 2.44162
C -5.54669 3.54078 0.90975
C -2.66561 1.52781 2.07425
C -2.05183 1.09769 0.92828
C 0.00703 0.74165 -3.15954
H 3.75442 -1.15319 -4.56248
H 4.13385 0.55477 -4.90292
H 1.92386 0.93419 -5.56964
H 1.53232 -0.77125 -5.26859
H 2.85129 0.98326 -0.50036
H 0.52917 1.78159 0.07700
H -2.32812 1.10906 -2.40177
H -3.87822 2.76904 -1.44295
H -6.62125 3.01023 2.76035
H -5.64345 4.49345 2.89592
H -5.49176 4.57199 0.54755
H -6.40191 3.05772 0.42254
H -2.35104 1.22862 3.06834
H -1.36438 0.26170 0.94540
H -0.79671 0.66537 -3.89614
C 2.81755 -4.31893 2.23689
C 2.27819 -3.02169 1.62719
C 2.75923 -2.88574 0.17959
C 0.73190 -3.01225 1.68788
C 0.11458 -1.68672 1.22262
O -0.95106 -1.71483 0.57729
C 0.81594 -0.48261 1.54358
C 2.19710 -0.47845 1.97479
O 2.90214 0.53937 1.93152
C 2.77553 -1.81748 2.46438
H 2.51199 -4.43418 3.28260
H 2.44837 -5.18980 1.68418
H 3.91323 -4.33669 2.20475
H 2.45171 -1.92615 -0.25297
H 3.84722 -2.94729 0.14295
H 2.33437 -3.68603 -0.43269
H 0.30596 -3.83934 1.09928
H 0.44734 -3.14379 2.75188
H 0.31798 0.47624 1.60491
H 2.42958 -1.95315 3.50173
H 3.87686 -1.74875 2.44814

Entry 6:
56
Properties=species:S:1:pos:R:3 method="wB97M-V/def2-TZVPD" smiles="CCOC(=O)[C@@]1(C(c2ccc3c(c2)CCO3)c2ccc3c(c2)CCO3)CCCC1=O" total_charge=0 orbital_gap_ev=8.25
C -4.19727 -0.15979 -3.06388
C -3.24355 0.83084 -2.44050
O -2.08277 0.02928 -2.05732
C -1.20472 0.66250 -1.25887
O -1.46758 1.65156 -0.61558
C 0.17464 -0.01120 -1.25633
C 0.68102 -0.09982 0.06376
C 0.99901 1.25812 0.76421
C 0.40061 1.67864 1.98050
C 0.95081 2.68143 2.77519
C 2.02319 3.41271 2.24700
C 2.53874 3.10691 0.97081
C 2.03655 2.03378 0.25127
C 3.68013 4.01654 0.66725
C 3.72792 4.91676 1.90763
O 2.68237 4.43065 2.86178
C -0.14237 -1.06009 0.95994
C 0.33937 -1.28619 2.27124
C -0.19140 -2.25834 3.09436
C -1.16659 -3.10430 2.55902
C -1.68083 -2.91267 1.25413
C -1.22819 -1.82745 0.49857
C -2.56314 -4.07949 0.92958
C -2.60272 -4.85580 2.25277
O -1.63597 -4.21722 3.18244
C 0.23845 -1.35886 -2.02028
C 1.63164 -1.42229 -2.65207
C 2.11624 0.02425 -2.81903
C 0.99189 0.87094 -2.22142
O 0.73375 2.00532 -2.55283
H -5.12112 0.34544 -3.36791
H -3.73624 -0.61900 -3.95333
H -4.46356 -0.94697 -2.33923
H -2.88560 1.58436 -3.15526
H -3.64545 1.30729 -1.53982
H 1.67701 -0.58796 -0.00269
H -0.49587 1.17162 2.33254
H 0.58360 2.92421 3.76440
H 2.49703 1.84715 -0.71713
H 3.52276 4.59988 -0.24861
H 4.61819 3.45922 0.54582
H 4.69795 4.88090 2.42088
H 3.48524 5.96014 1.66646
H 1.15216 -0.67146 2.65433
H 0.13721 -2.40802 4.11977
H -1.71633 -1.64097 -0.46087
H -3.56715 -3.79041 0.60407
H -2.13250 -4.71206 0.14013
H -2.30118 -5.90563 2.15352
H -3.58763 -4.79267 2.73523
H 0.02972 -2.22153 -1.38268
H -0.52416 -1.32661 -2.80548
H 1.61369 -1.96573 -3.60402
H 2.28640 -1.96257 -1.96162
H 2.28650 0.30092 -3.86851
H 3.05009 0.21376 -2.26333

Entry 7:
71
Properties=species:S:1:pos:R:3 method="wB97M-V/def2-TZVPD" total_charge=+1 e_above_lowest_ev=0.000 orbital_gap_ev=9.11
Cd 13.76211 11.60560 10.67566
O 8.55956 13.79252 16.69422
C 9.43718 13.56431 15.93659
O 9.37196 13.12701 14.66243
B 10.69703 13.16992 14.12890
O 11.60458 13.66991 15.13713
C 10.91777 13.77288 16.31773
O 11.40875 14.04057 17.37507
O 10.81935 13.97118 12.86941
C 11.50802 13.26750 12.02996
O 12.02431 13.51387 10.95684
C 11.66389 11.82980 12.56231
O 11.15709 11.79596 13.72255
O 12.02943 10.86246 11.89428
N 14.50145 12.35912 12.71906
C 14.89475 13.58910 12.86283
C 15.31744 14.08911 14.11469
C 15.28397 13.19066 15.19412
C 14.81378 11.90502 15.04553
C 14.45944 11.47259 13.75572
H 14.74504 14.24665 12.03812
H 15.67507 15.12051 14.19428
H 15.44158 13.48936 16.22642
H 14.86625 11.29043 15.94643
H 13.87759 10.50797 13.68742
N 14.40454 13.69325 9.04563
C 15.55899 13.58673 8.29651
C 15.76587 14.44911 7.23009
C 14.85235 15.49960 6.97974
C 13.69853 15.55665 7.75511
C 13.51942 14.63658 8.78304
H 16.22832 12.82038 8.61723
H 16.65055 14.33079 6.64325
H 15.00857 16.13793 6.10524
H 12.93636 16.27894 7.51097
H 12.72444 14.86035 9.44701
N 12.86292 10.81980 8.77935
C 11.63462 11.15613 8.37013
C 11.08805 10.82360 7.14560
C 11.86729 10.13463 6.22926
C 13.18345 9.77830 6.56535
C 13.61890 10.16117 7.80510
H 11.04750 11.79632 9.07694
H 10.09576 11.07934 6.85575
H 11.32568 9.81064 5.38961
H 13.81433 9.16905 5.92350
H 14.62914 9.93839 8.21249
C 11.39210 7.64676 10.98813
O 12.49749 8.46947 10.69164
C 13.62784 8.56711 11.47442
O 14.58793 9.34860 11.24431
O 13.48961 7.72402 12.47545
C 14.62642 7.69483 13.33811
H 11.70360 6.61909 10.94985
H 10.55679 7.93447 10.31908
H 11.07502 7.80147 12.04011
H 15.48936 8.19691 12.93469
H 14.78448 6.70076 13.64335
H 14.31350 8.35211 14.19114
C 17.58293 8.19763 9.75693
O 16.79051 9.37950 9.63075
C 16.94032 10.39366 10.50565
O 16.12922 11.32132 10.43112
O 17.98511 10.22487 11.40387
C 18.02100 11.33978 12.36618
H 17.37868 7.74664 10.71125
H 18.58347 8.38833 9.41776
H 17.17109 7.49526 8.95078
H 17.00834 11.55198 12.77329
H 18.24751 12.21282 11.75386
H 18.87615 11.17594 13.06750

Entry 8:
71
Properties=species:S:1:pos:R:3 method="wB97M-V/def2-TZVPD" total_charge=+1 e_above_lowest_ev=1.757 orbital_gap_ev="5.48 / 5.48"
Pt 0.05902 -0.36679 0.12202
C -1.06818 -2.91986 -1.61583
N -0.12664 -2.55201 -0.54719
C 1.26158 -2.77519 -0.96632
C 1.67765 -1.79992 -2.01569
N 1.35082 -0.44538 -1.62773
C 1.90518 0.60556 -2.31560
C 1.30443 1.88112 -2.32746
F 0.11118 2.05971 -1.71307
C 1.81553 2.98478 -2.97824
F 1.15522 4.14058 -2.90815
C 2.98617 2.88842 -3.69652
F 3.48571 3.93828 -4.34416
C 3.61374 1.66321 -3.73554
F 4.74801 1.53107 -4.41576
C 3.09934 0.56797 -3.06559
F 3.83835 -0.55713 -3.13453
C -0.45746 -3.24972 0.69191
C -1.61521 -2.58207 1.34923
N -1.20328 -1.28309 1.80685
C -2.05526 -0.58477 2.63520
C -3.42820 -0.80291 2.81516
F -4.05057 -1.77445 2.13574
C -4.21170 0.00790 3.60816
F -5.51897 -0.21184 3.68356
C -3.65498 1.04917 4.32518
F -4.40702 1.81777 5.09901
C -2.29331 1.26189 4.23189
F -1.70858 2.23062 4.93672
C -1.53861 0.45915 3.41113
F -0.19184 0.66311 3.39297
H -0.95669 -3.97994 -1.85424
H -0.87884 -2.32929 -2.50388
H -2.09204 -2.73979 -1.30012
H 1.39825 -3.78745 -1.35911
H 1.90141 -2.66519 -0.09178
H 1.16965 -2.01265 -2.96690
H 2.73907 -1.96308 -2.18520
H 0.40463 -3.21702 1.35766
H -0.70691 -4.29643 0.50030
H -1.95827 -3.19568 2.18617
H -2.45422 -2.51232 0.64993
N 0.35341 1.73561 0.86295
C 1.63275 2.49285 0.88955
C 2.49388 2.13820 2.09846
C 3.52894 1.03300 1.87242
C 3.03844 -0.10374 0.99516
N 1.74280 -0.66204 1.47025
H -0.28702 2.19688 0.22393
H -0.07796 1.78418 1.78117
H 1.40092 3.55765 0.93049
H 2.16979 2.31799 -0.04336
H 1.82910 1.88385 2.93074
H 3.03780 3.02716 2.41419
H 3.84160 0.65123 2.84761
H 4.41799 1.44706 1.39412
H 3.79586 -0.88607 0.97124
H 2.90884 0.24749 -0.02579
H 1.41382 -0.11460 2.26143
H 1.85406 -1.60859 1.81598
O -3.08295 0.70752 0.65313
C -2.87636 0.44642 -0.50190
C -3.90012 0.47983 -1.61272
C -3.07218 0.37749 -2.88899
C -1.68610 -0.01132 -2.41519
O -0.78847 -0.33165 -3.14837
N -1.64487 0.05776 -1.01421
H -4.50439 1.38130 -1.54161
H -4.56496 -0.37594 -1.48142
H -2.98204 1.33560 -3.40273
H -3.44074 -0.35145 -3.60672